Entry 1:
11 unconnected molecules or ions with the total composition C73H110N11O7P. Source: the OMol25 dataset; level of theory: ωB97M-V/def2-TZVPD.

Cartesian coordinates (Å):
C: 5.612 13.229 20.225
N: 5.099 13.261 18.897
C: 5.958 12.943 17.887
C: 5.616 13.059 16.605
C: 4.358 13.464 16.231
C: 3.512 13.774 17.270
C: 3.894 13.713 18.606
C: 3.945 13.638 14.764
C: 4.470 14.648 13.963
C: 4.075 14.661 12.630
N: 3.112 13.774 12.215
C: 2.622 12.777 12.969
C: 3.008 12.712 14.321
C: 2.820 13.627 10.759
H: 5.709 12.160 20.503
H: 4.976 13.789 20.927
H: 6.625 13.655 20.275
H: 6.964 12.568 18.149
H: 6.366 12.780 15.888
H: 2.523 14.163 17.159
H: 3.241 13.852 19.441
H: 5.049 15.447 14.346
H: 4.291 15.536 12.011
H: 1.891 12.159 12.499
H: 2.610 11.984 14.982
H: 2.861 12.562 10.502
H: 3.504 14.240 10.170
H: 1.832 13.977 10.483
C: 12.825 3.957 11.273
N: 12.891 4.019 12.750
C: 11.948 4.677 13.463
C: 11.979 4.558 14.878
C: 12.992 3.899 15.572
C: 14.050 3.450 14.753
C: 13.895 3.461 13.428
C: 13.098 3.879 17.089
C: 14.230 3.537 17.838
C: 14.138 3.525 19.148
N: 13.027 3.853 19.808
C: 11.891 4.309 19.123
C: 11.918 4.302 17.719
C: 13.032 3.890 21.254
H: 13.256 3.005 10.958
H: 13.396 4.723 10.808
H: 11.796 4.016 10.986
H: 11.194 5.177 12.876
H: 11.253 5.101 15.478
H: 14.952 3.069 15.183
H: 14.782 3.155 12.906
H: 15.188 3.387 17.409
H: 15.018 3.304 19.695
H: 11.076 4.590 19.812
H: 11.069 4.644 17.244
H: 13.010 2.855 21.584
H: 12.157 4.362 21.605
H: 13.902 4.399 21.660
C: 17.690 12.365 18.879
N: 18.758 12.095 19.860
C: 19.571 11.067 19.593
C: 20.582 10.750 20.470
C: 20.814 11.543 21.606
C: 19.968 12.615 21.817
C: 18.959 12.903 20.922
C: 21.830 11.134 22.580
C: 22.042 9.783 22.818
C: 22.994 9.403 23.720
N: 23.697 10.355 24.369
C: 23.511 11.664 24.149
C: 22.589 12.079 23.305
C: 24.680 9.850 25.306
H: 18.164 12.270 17.908
H: 17.356 13.429 18.980
H: 16.870 11.657 19.054
H: 19.340 10.481 18.684
H: 21.236 9.916 20.248
H: 20.004 13.259 22.684
H: 18.256 13.737 20.939
H: 21.496 9.068 22.237
H: 23.237 8.353 23.856
H: 24.233 12.286 24.689
H: 22.477 13.188 23.206
H: 24.247 9.151 25.992
H: 25.164 10.613 25.926
H: 25.494 9.428 24.667
C: 23.847 8.339 8.210
N: 22.744 9.334 7.873
C: 21.932 9.884 8.815
C: 20.992 10.792 8.516
C: 20.749 11.102 7.170
C: 21.606 10.575 6.225
C: 22.576 9.641 6.605
C: 19.465 11.817 6.760
C: 19.242 12.417 5.514
C: 18.049 12.996 5.256
N: 16.990 12.978 6.120
C: 17.172 12.482 7.353
C: 18.381 11.870 7.659
C: 15.659 13.420 5.650
H: 23.439 7.677 8.996
H: 24.667 8.906 8.633
H: 24.099 7.855 7.264
H: 22.115 9.464 9.781
H: 20.425 11.274 9.380
H: 21.533 10.830 5.163
H: 23.193 9.150 5.846
H: 19.966 12.485 4.749
H: 17.769 13.465 4.330
H: 16.342 12.542 8.075
H: 18.500 11.470 8.674
H: 14.969 12.897 6.337
H: 15.516 13.161 4.618
H: 15.510 14.470 5.686
C: 13.882 22.650 17.158
C: 14.271 21.606 15.871
C: 12.932 21.510 15.636
C: 11.954 20.408 16.322
C: 14.130 24.182 13.497
C: 14.793 22.845 13.413
N: 15.275 22.495 14.661
O: 16.348 22.804 15.053
C: 15.627 24.732 12.178
C: 14.786 21.945 12.306
C: 15.007 20.342 15.795
H: 12.808 22.438 17.512
H: 13.825 23.710 16.790
H: 14.586 22.288 18.102
H: 12.457 22.294 14.891
H: 8.491 11.364 22.239
H: 11.686 19.524 15.523
H: 11.122 20.580 17.273
H: 14.183 24.818 14.335
H: 13.459 24.394 12.714
H: 15.235 24.847 11.221
H: 16.479 24.153 12.226
H: 15.691 25.667 12.711
H: 15.670 21.850 11.670
H: 14.165 22.452 11.612
H: 14.439 20.964 12.412
H: 16.014 20.504 15.539
H: 14.629 19.743 14.943
H: 14.808 19.562 16.509
C: 24.598 14.891 6.682
C: 24.952 14.366 8.042
C: 24.637 15.406 9.106
C: 25.239 16.806 8.834
P: 24.925 17.897 10.199
C: 25.918 19.415 9.812
C: 25.685 20.070 8.455
C: 26.666 21.168 8.720
C: 26.140 22.393 6.416
C: 23.203 18.292 10.307
C: 22.292 17.403 11.175
C: 22.139 17.896 12.607
C: 21.518 16.869 13.567
C: 25.722 17.359 11.717
C: 27.148 16.817 11.703
C: 27.206 15.418 12.282
C: 26.778 15.495 13.764
H: 23.546 15.313 6.649
H: 24.711 14.212 5.846
H: 25.164 15.794 6.398
H: 26.031 14.099 8.067
H: 24.432 13.460 8.295
H: 24.917 15.065 10.143
H: 23.545 15.585 9.141
H: 24.805 17.314 7.919
H: 26.301 16.841 8.750
H: 27.032 19.188 9.903
H: 25.609 20.207 10.520
H: 24.721 20.525 8.293
H: 26.020 19.590 7.509
H: 27.739 20.934 8.639
H: 26.496 22.011 9.359
H: 27.168 22.777 6.591
H: 25.265 22.908 6.679
H: 25.877 21.713 5.551
H: 22.762 18.381 9.293
H: 23.132 19.283 10.746
H: 22.702 16.381 11.092
H: 21.320 17.378 10.670
H: 21.808 18.896 12.712
H: 23.259 18.096 12.929
H: 22.147 15.985 13.734
H: 20.531 16.555 13.186
H: 21.436 17.354 14.540
H: 25.072 16.470 11.945
H: 25.505 18.028 12.533
H: 27.840 17.551 12.114
H: 27.634 16.773 10.686
H: 28.185 14.950 12.077
H: 26.469 14.670 11.812
H: 26.824 14.497 14.208
H: 25.785 15.928 13.999
H: 27.493 16.277 14.225
N: 18.863 9.318 16.791
O: 19.670 9.004 17.697
O: 18.064 10.326 16.998
O: 18.830 8.765 15.724
N: 12.128 12.279 16.428
O: 12.398 11.934 15.228
O: 11.234 13.005 16.641
O: 12.771 11.749 17.297

Calculated values
**Strongest force on any atom**: 7.2 eV/A
**E_tot**: -117379.118 eV
**HOMO level**: -15.08 eV
**Charge**: +8

Here are the Löwdin charges for atoms 1 to 8, given in e: 0.006, -0.088, 0.020, 0.024, -0.119, 0.060, 0.046, -0.111

Entry 2:
C6H13N in the gas phase. Source: the OMol25 dataset; level of theory: ωB97M-V/def2-TZVPD.

Cartesian coordinates (Å):
C: -3.013 -0.451 -0.283
C: -2.337 0.716 0.071
C: -0.979 0.842 0.652
C: 0.212 0.645 -0.399
C: 1.490 -0.035 0.172
C: 2.667 -0.051 -0.783
N: 1.244 -1.392 0.604
H: -3.776 -0.407 -1.091
H: -2.890 -1.362 0.255
H: -2.967 1.646 -0.035
H: -0.821 1.812 1.258
H: -0.873 -0.025 1.309
H: 0.620 1.576 -0.806
H: -0.007 0.088 -1.258
H: 1.739 0.470 1.100
H: 2.912 1.044 -0.844
H: 3.502 -0.661 -0.362
H: 2.303 -0.457 -1.779
H: 1.845 -1.791 1.441
H: 1.459 -2.182 0.016

Calculated values
**Strongest force on any atom**: 4.6 eV/A
**E_tot**: -7920.619 eV
**HOMO level**: -8.56 eV
**Charge**: 0

Here are the Löwdin charges for atoms 1 to 8, given in e: 0.001, -0.202, -0.201, -0.148, -0.512, -0.087, -0.015, 0.053

Entry 3:
C5H8O in the gas phase. Source: the OMol25 dataset; level of theory: ωB97M-V/def2-TZVPD.

Cartesian coordinates (Å):
O: -1.695 -1.538 0.407
C: -0.805 -0.908 -0.137
C: 0.554 -0.821 0.567
C: 1.074 0.583 0.809
C: -0.022 1.231 0.001
C: -1.022 -0.198 -1.350
H: 0.291 -1.324 1.470
H: 1.302 -1.349 0.004
H: 1.103 0.822 1.884
H: 2.096 0.710 0.422
H: 0.305 1.805 -0.827
H: -0.861 1.562 0.588
H: -2.059 -0.351 -1.727
H: -0.260 -0.224 -2.111

Calculated values
**Strongest force on any atom**: 1.5 eV/A
**E_tot**: -7358.767 eV
**HOMO level**: -8.92 eV
**Charge**: 0

Here are the Löwdin charges for atoms 1 to 8, given in e: 0.041, -0.586, -0.148, -0.196, 0.028, 0.077, 0.107, 0.115